Record 1
Formula: C6H14F2NO3P
Source: the OMol25 dataset
Level of theory: the ωB97M-V functional and the def2-TZVPD basis

Positions of all 27 atoms, in Å:
P (-1.980125, -0.918793, -0.872159)
F (-1.122316, 1.610357, -1.955141)
F (-1.613834, 1.718099, 0.051283)
O (-2.932711, -0.905004, 0.410747)
O (-2.796642, -0.859072, -2.124360)
O (-0.917127, -1.936264, -0.671318)
N (1.727843, 0.084588, 0.292222)
C (3.118803, 0.524902, 0.504729)
C (-1.072282, 0.875322, -0.827684)
C (1.817654, -1.146626, -0.549858)
C (1.016800, -0.120062, 1.500158)
C (1.029177, 1.123933, -0.535357)
C (-4.200758, -0.190521, 0.336456)
H (1.478776, 1.288660, -1.414482)
H (3.266043, 1.296251, 1.191640)
H (-4.051390, 0.717539, 0.928421)
H (0.092836, -0.545207, 1.257648)
H (-4.281101, -0.000862, -0.727674)
H (0.943359, 1.960546, 0.139909)
H (0.804590, -1.643980, -0.641372)
H (0.967838, 0.838157, 2.161364)
H (3.473445, 0.854597, -0.539597)
H (2.562297, -1.799935, -0.092895)
H (2.217281, -0.848191, -1.597992)
H (3.692459, -0.370365, 0.876499)
H (-5.045892, -0.835118, 0.710872)
H (1.804981, -0.772949, 2.187944)

Atoms 1-3, force components in eV/Å:
P -0.5 -0.3 -1.9
F 0.2 -0.9 -0.5
F 0.1 -0.2 1.3

* Kohn-Sham gap: 0.3382 hartree

---

Record 2
Formula: C5H8OS
Source: the OMol25 dataset
Level of theory: the ωB97M-V functional and the def2-TZVPD basis

Positions of all 15 atoms, in Å:
S (-2.642163, -0.107933, -0.037536)
O (-1.100930, -1.010646, 0.307740)
C (0.712610, -0.598096, -1.362066)
C (0.007941, -0.176839, 0.072509)
C (-1.726534, 1.369724, 0.057260)
C (0.983373, -0.660288, 1.181778)
C (-0.430656, 1.279499, 0.070949)
H (0.613801, 0.070732, -2.187961)
H (0.491535, -0.719415, 2.180215)
H (1.721944, -0.560958, -1.058683)
H (-2.468409, 2.152406, -0.033453)
H (1.307560, -1.577821, 0.920439)
H (1.782694, 0.140427, 1.208021)
H (0.388566, -1.588842, -1.546981)
H (0.358666, 1.988050, 0.227766)

Atoms 1-3, force components in eV/Å:
S 2.7 -1.5 0.5
O -3.1 0.7 -0.6
C -0.9 1.3 2.8

* Kohn-Sham gap: 0.3103 hartree

---

Record 3
Formula: C6H16
Source: the OMol25 dataset
Level of theory: the ωB97M-V functional and the def2-TZVPD basis

Positions of all 22 atoms, in Å:
C (1.316872, 1.283630, -1.361671)
C (-0.499034, -0.340973, 0.993892)
C (-1.501679, 0.747109, 1.507131)
C (-1.138853, -0.802048, -0.283555)
C (-0.206092, -1.478201, 1.985543)
C (1.918501, 0.492196, -2.529842)
H (2.936789, -0.013677, -2.220808)
H (0.576602, -1.492762, 2.838854)
H (1.893937, 1.066640, -3.323543)
H (-0.326668, -0.971452, -1.018727)
H (0.459949, 0.096990, 0.471670)
H (-1.761581, -1.708149, -0.134067)
H (0.299431, 1.538990, -1.570230)
H (-1.531220, 0.967648, 2.568368)
H (-1.624755, 0.025586, -0.869827)
H (-1.217209, -1.721634, 2.294931)
H (1.569245, 0.917066, -0.439582)
H (-1.131228, 1.774369, 1.154482)
H (-2.482600, 0.432120, 1.193896)
H (1.861217, 2.261955, -1.288372)
H (0.011641, -2.317811, 1.269756)
H (1.128170, -0.266155, -2.795791)

Atoms 1-3, force components in eV/Å:
C 2.1 2.5 -2.3
C 1.5 2.4 -0.4
C 2.3 1.5 0.2

* net charge: -1
* Kohn-Sham gap (alpha / beta): 0.0970 / 0.4082 hartree
* 2S+1: 2
* ⟨S²⟩: 0.750

---

Record 4
Formula: C32H24CuN17O2S
Source: the OMol25 dataset
Level of theory: the ωB97M-V functional and the def2-TZVPD basis

Positions of all 77 atoms, in Å:
Cu (-2.359228, -0.242674, 1.220289)
S (0.134458, -8.647394, -1.144446)
O (2.017772, 3.486517, 0.990962)
O (-2.228954, -8.861375, -2.338032)
N (3.550939, 4.518755, 2.163940)
N (-1.907165, 3.375969, -2.524366)
N (2.475351, 5.387522, 1.973158)
N (-0.796219, 2.596441, -4.234703)
N (0.460512, -0.435956, -1.956810)
N (-5.136641, 2.757731, 0.787819)
N (-0.856228, 0.945171, 2.121222)
N (2.665061, -0.882029, -1.796268)
N (0.042446, 2.611039, 3.256292)
N (-4.271790, 3.431227, 1.577973)
N (-4.725106, 1.553844, 0.588924)
N (0.955319, 1.640958, 3.062925)
N (-3.555971, 1.370001, 1.255361)
N (-2.244706, 2.840557, 2.656636)
N (0.434753, 0.657557, 2.406835)
N (-1.929784, 4.372626, -3.432100)
N (2.056526, -1.025960, -0.595950)
C (-0.508393, -7.058896, -0.722060)
C (-0.254737, -5.959274, -1.538216)
C (0.748962, -0.751406, -0.706557)
C (-1.227329, 2.328982, -3.012695)
C (-1.821591, -3.199674, 0.407673)
C (-2.316692, 5.728744, 0.039346)
C (4.993849, -0.423292, 1.525605)
C (3.227934, 3.414983, 1.582823)
C (3.909087, 2.124910, 1.510211)
C (-0.864481, -10.820822, -2.474283)
C (0.260872, 5.105706, 0.844366)
C (1.664702, -0.527760, -2.573574)
C (-1.049213, 2.141913, 2.663830)
C (-1.189715, -9.398271, -2.067516)
C (-3.324357, 2.543006, 1.843875)
C (3.718945, -0.226321, 1.016668)
C (-0.701840, -4.704122, -1.174686)
C (-1.748641, 4.528642, -0.362156)
C (-1.666532, -5.627378, 0.825724)
C (-1.219353, -6.883046, 0.461765)
C (-2.050272, -2.031129, 0.698973)
C (3.197948, 1.054747, 0.991784)
C (-2.514444, 3.543314, -1.211041)
C (1.597190, 4.727334, 1.296566)
C (-0.460502, 4.220451, 0.050298)
C (5.186261, 1.929562, 2.027078)
C (-0.309306, 6.312345, 1.236609)
C (5.726057, 0.653736, 2.019121)
C (-1.254425, 3.854695, -4.435787)
C (-1.411448, -4.502050, 0.023285)
C (2.824842, -1.363777, 0.583600)
C (-1.598632, 6.615584, 0.832590)
H (3.400679, -2.267083, 0.380920)
H (-1.414893, -7.737032, 1.099049)
H (1.805612, -0.323328, -3.622936)
H (6.720379, 0.488762, 2.415858)
H (2.193398, 1.208365, 0.629532)
H (-3.546904, 3.861015, -1.338349)
H (2.101112, -1.566711, 1.375771)
H (5.417917, -1.421307, 1.547733)
H (0.301014, -6.092914, -2.458216)
H (-1.488057, -11.098722, -3.321212)
H (-0.022815, 3.268148, -0.225645)
H (0.057125, -0.805936, 0.121889)
H (-0.501203, -3.846373, -1.803763)
H (0.190293, -10.931462, -2.723899)
H (-3.336799, 5.951948, -0.245518)
H (-1.066870, 1.408203, -2.467346)
H (-2.531763, 2.558967, -0.741999)
H (0.256689, 6.983474, 1.869052)
H (-2.057388, 7.543934, 1.149714)
H (5.730416, 2.768143, 2.441167)
H (-2.213140, -5.488776, 1.749036)
H (-1.089366, 4.406793, -5.347608)
H (-1.084839, -11.482093, -1.634785)
H (-2.166715, 3.812022, 2.908646)

Atoms 1-3, force components in eV/Å:
Cu 0.1 0.0 -0.1
S 0.0 0.0 0.0
O 0.0 0.0 0.0

* net charge: -2
* Kohn-Sham gap: 0.2133 hartree

---

Record 5
Formula: C32H26BrCrIN7O4STe
Source: the OMol25 dataset
Level of theory: the ωB97M-V functional and the def2-TZVPD basis

Positions of all 74 atoms, in Å:
I (-2.110273, -2.884041, 0.154189)
Te (-0.409148, 3.318209, -1.369383)
Br (-5.339733, -4.204726, -0.414531)
Cr (0.753099, 1.174368, -0.407509)
S (0.451599, 5.223637, -3.922652)
O (4.989160, -2.624408, -1.516371)
O (4.776479, -3.831703, 0.346927)
O (3.740940, -0.558814, -2.518651)
O (2.081069, 0.786793, -1.842444)
N (2.695927, -2.282786, 1.263105)
N (-1.185046, -1.636879, -4.493521)
N (1.659411, -0.587280, 0.393569)
N (-0.329240, 1.538496, 1.248926)
N (-0.540802, -0.566020, -2.009712)
N (0.644224, -3.061361, -4.348988)
N (0.260610, 1.902461, 2.267421)
C (0.109608, -1.601045, -2.507502)
C (0.855366, -1.358025, 2.658881)
C (-3.515879, -3.308299, 1.637724)
C (-0.147285, -2.085946, -3.796423)
C (-4.771794, -3.839748, 1.347462)
C (-2.473345, 2.316809, 2.255676)
C (1.695800, -1.399461, 1.435659)
C (-1.777422, 1.545671, 1.325986)
C (-3.844980, 0.923541, 0.264112)
C (1.992982, 5.300244, -4.664454)
C (-4.067738, -3.333483, 3.986270)
C (-3.854065, 2.384209, 2.179109)
C (2.882082, -0.200073, -1.709765)
C (3.749534, 2.791095, 2.936253)
C (3.336685, -2.027415, 0.082850)
C (2.127553, 2.065494, 0.749026)
C (-1.883625, -0.638361, -3.947199)
C (0.955262, 4.040873, -2.785019)
C (3.467657, 2.384994, 0.550568)
C (4.266632, 2.741423, 1.634779)
C (1.626590, 2.145495, 2.057325)
C (2.692741, -0.962840, -0.444619)
C (-4.542591, 1.698799, 1.177537)
C (2.417579, 2.505643, 3.151743)
C (4.443632, -2.909706, -0.358940)
C (-1.540253, -0.060275, -2.742587)
C (-2.462161, 0.840255, 0.344255)
C (-5.309954, -3.877571, 3.692981)
C (-5.663537, -4.124256, 2.375935)
C (2.862354, 4.441883, -4.067424)
C (2.265233, 3.716927, -2.984680)
C (-3.177119, -3.047479, 2.961453)
H (0.666096, -2.368452, 3.018126)
H (-4.398894, 3.000023, 2.889426)
H (1.365845, -0.797093, 3.447388)
H (-6.009686, -4.110697, 4.489858)
H (1.585564, -3.157179, -4.009418)
H (2.168389, 5.961629, -5.505817)
H (-0.087287, -0.869567, 2.449911)
H (-2.052592, 0.817411, -2.368535)
H (4.392521, 3.057679, 3.768194)
H (3.894387, 4.322624, -4.383902)
H (5.310385, 2.984774, 1.467553)
H (-6.634193, -4.539232, 2.131704)
H (0.504177, -3.233406, -5.329452)
H (2.963062, -3.040031, 1.874682)
H (4.540051, -1.832225, -1.948231)
H (-4.373455, 0.380010, -0.513552)
H (-1.897123, 0.224836, -0.340371)
H (-1.921035, 2.869528, 3.004515)
H (2.780679, 2.974146, -2.389069)
H (-2.749600, -0.286170, -4.498745)
H (0.847656, -2.096122, -1.885373)
H (-3.789140, -3.125527, 5.014047)
H (-2.215532, -2.612661, 3.190745)
H (-5.620924, 1.790134, 1.100741)
H (1.973931, 2.562881, 4.140877)
H (3.902896, 2.347370, -0.442650)

Atoms 1-3, force components in eV/Å:
I 0.0 0.0 0.0
Te -0.1 0.2 0.1
Br 0.1 0.0 0.0

* Kohn-Sham gap (alpha / beta): 0.2166 / 0.2098 hartree
* 2S+1: 4
* ⟨S²⟩: 3.833

---

Here are the calculated relative energy (zero: lowest compared OMol25 entry of this formula, charge and spin) numbers, same order: 67.7, 51.7, 46.8, 0.6, 10.8 (kcal/mol).
Here are the calculated molecular weight numbers, same order: 217.15, 116.18, 88.19, 774.27, 991.08 (g mol⁻¹).